(w)
Computed, not measured: a structure of composition C4H13N3, with ωB97M-V with the def2-TZVPD basis set.

E_LUMO, eV: 1.0
Net charge: 0
HOMO, Ha: -0.2827
Kohn-Sham gap, Eh: 0.3189

The geometry in XYZ format:
```
20
C4H13N3 ωB97M-V with the def2-TZVPD basis set
C -1.7995 -0.2508 0.3066
C 0.4426 -0.4234 1.3866
C 2.7483 0.3020 -0.6754
C -1.7669 1.2730 0.3994
N -0.7695 -0.8876 1.1573
N 1.6046 -0.6016 -0.6319
N -1.5874 -0.8034 -1.0262
H -0.8646 -1.8964 1.1435
H 1.9083 -1.5483 -0.8636
H -2.7711 -0.6025 0.6692
H -0.6406 -0.5780 -1.3364
H -2.2638 -0.4438 -1.6900
H 0.5050 0.6630 1.3449
H 1.4058 -0.8735 0.6954
H 3.5505 0.0791 0.0463
H 2.4087 1.3232 -0.4802
H 3.2041 0.3043 -1.6729
H -1.8515 1.6166 1.4326
H -2.6096 1.6745 -0.1648
H -0.8534 1.6736 -0.0403
```

Here are the Löwdin charges for atoms 1 to 2, given in e: -0.4466, -0.0216

(x)
Computed, not measured: a structure of composition C4H13N3, with ωB97M-V with the def2-TZVPD basis set.

E_LUMO (spin up / spin down), eV: 0.4 / 0.4
Net charge: 0
HOMO (spin up / spin down), Ha: -0.2802 / -0.2722
Kohn-Sham gap (spin up / spin down), Eh: 0.2959 / 0.2879

The geometry in XYZ format:
```
20
C4H13N3 ωB97M-V with the def2-TZVPD basis set
C 0.9964 -0.6748 0.0409
C 0.5808 1.6432 -0.4385
C -1.5935 -0.9995 1.2249
C -1.6502 -0.3616 -1.1229
N 0.6675 0.5516 0.5169
N -0.8621 -0.7532 0.0098
N 2.8159 0.0287 0.4042
H 3.1122 0.8548 -0.1125
H 2.9406 0.2424 1.3920
H 1.1945 -0.8810 -1.0068
H 1.1473 -1.4823 0.7385
H 1.1645 2.4812 -0.0559
H 0.9267 1.3880 -1.4464
H -0.4577 1.9811 -0.4907
H -2.2368 -0.1549 1.5113
H -2.2367 -1.8866 1.1213
H -0.8951 -1.1823 2.0434
H -2.2434 0.5512 -0.9438
H -1.0095 -0.1899 -1.9903
H -2.3614 -1.1562 -1.3955
```

Here are the Löwdin charges for atoms 1 to 2, given in e: -0.2464, -0.1344

(w) is the most stable structure; the next one sits 250.9 kJ/mol above it.

(w)
Computed, not measured: an isolated molecule of C4H13N3, with ωB97M-V with the def2-TZVPD basis set.

E_LUMO, eV: 1.1
Net charge: 0
HOMO, Ha: -0.3146
SMILES: CNCCNCN
Kohn-Sham gap, Eh: 0.3546

The geometry in XYZ format:
```
20
C4H13N3 ωB97M-V with the def2-TZVPD basis set
C 2.7028 -0.1268 -0.8624
N 1.3032 -0.5151 -0.4953
C 1.0786 -0.1851 0.8785
C -0.3632 -0.6229 1.3349
N -1.2371 0.4436 0.7863
C -1.9475 -0.0172 -0.3675
N -2.5606 1.0017 -1.2528
H 3.4352 -0.5323 -0.1316
H 2.9673 -0.6347 -1.8644
H 2.8541 1.0157 -1.1457
H 0.5750 -0.2247 -1.1533
H 1.2922 0.9215 1.0239
H 1.7737 -0.7582 1.5206
H -0.6707 -1.6241 1.0083
H -0.4856 -0.7414 2.4193
H -1.8307 0.7938 1.5230
H -1.2195 -0.6340 -0.9712
H -2.6625 -0.7829 -0.0960
H -3.1302 1.5542 -0.6135
H -1.8744 1.6689 -1.5411
```

Here are the Löwdin charges for atoms 1 to 2, given in e: -0.1486, -0.1502

(x)
Computed, not measured: a cluster of 2 separate species, C4H13N3 in total, with ωB97M-V with the def2-TZVPD basis set.

E_LUMO, eV: 0.8
Net charge: 0
HOMO, Ha: -0.3059
Kohn-Sham gap, Eh: 0.3357

The geometry in XYZ format:
```
20
C4H13N3 ωB97M-V with the def2-TZVPD basis set
C -1.5544 -1.0443 -0.2220
C -2.5680 1.1997 0.3677
C 2.6386 -0.9291 0.6530
C -1.4249 0.4698 -0.3259
N 2.7111 0.6908 -1.0729
N 1.4868 1.1504 0.8423
N 2.1562 0.4047 0.2399
H -1.4603 -1.3697 0.8096
H -2.5225 -1.3699 -0.5988
H -0.7831 -1.5355 -0.8123
H -2.5571 1.0024 1.4354
H -3.5295 0.8835 -0.0318
H -2.4680 2.2713 0.2182
H 2.5963 -0.9843 1.7372
H 1.9866 -1.6904 0.2255
H 3.6583 -1.0727 0.3022
H -0.4823 0.7961 0.1270
H 2.6297 -0.0878 -1.7150
H 2.2979 1.5364 -1.4482
H -1.4094 0.7555 -1.3807
```

Here are the Löwdin charges for atoms 1 to 2, given in e: -0.1285, -0.1235

(w) is the most stable structure; the next one sits 132.0 kJ/mol above it.

(w)
Computed, not measured: a cluster of 3 separate species, C3H3FI4 in total, with ωB97M-V with the def2-TZVPD basis set.

E_LUMO (spin up / spin down), eV: -0.2 / -3.3
Net charge: 0
HOMO (spin up / spin down), Ha: -0.3353 / -0.3348
Multiplicity: 3
Kohn-Sham gap (spin up / spin down), Eh: 0.3270 / 0.2132

The geometry in XYZ format:
```
11
C3H3FI4 ωB97M-V with the def2-TZVPD basis set
C -0.2371 -0.0564 0.0183
C 0.4133 -0.9934 -1.0039
C 0.7794 -0.7120 -2.2649
F 1.2681 -1.7000 -3.0445
I 0.7138 -2.9553 -0.4074
I 4.0772 -0.4876 -0.0674
I -2.5613 -1.6388 -2.9686
I 1.1568 1.1003 -3.2258
H 0.2009 -0.1274 1.0862
H -1.1848 -0.3457 0.1384
H -0.3475 0.9672 -0.1061
```

Here are the Löwdin charges for atoms 1 to 2, given in e: -0.1592, -0.8846

(x)
Computed, not measured: a structure of composition C3H3FI4, with ωB97M-V with the def2-TZVPD basis set.

E_LUMO (spin up / spin down), eV: -0.9 / -4.6
Net charge: 0
HOMO (spin up / spin down), Ha: -0.1983 / -0.3310
Multiplicity: 3
Kohn-Sham gap (spin up / spin down), Eh: 0.1641 / 0.1636

The geometry in XYZ format:
```
11
C3H3FI4 ωB97M-V with the def2-TZVPD basis set
C 0.4727 -0.0220 0.1744
C 0.2861 0.9773 1.2431
C -1.2930 0.6135 2.5195
F -1.1263 1.4945 3.4661
I -0.0983 3.0190 0.5836
I 1.9403 0.9838 2.6456
I -3.1368 1.1049 1.5212
I -1.0732 -1.3542 3.3181
H 1.1154 0.4167 -0.7140
H -0.5996 -0.2418 -0.3023
H 0.8566 -1.0202 0.4331
```

Here are the Löwdin charges for atoms 1 to 2, given in e: -0.3423, -1.3344

(w) is the most stable structure; the next one sits 342.9 kJ/mol above it.